No. 1
{"formula": "C45H60F4N9O9S4", "method": "the ωB97M-V functional and the def2-TZVPD basis", "symbols": ["C", "C", "C", "C", "C", "C", "N", "O", "C", "C", "C", "H", "H", "H", "H", "H", "H", "H", "H", "H", "H", "H", "H", "H", "H", "H", "H", "H", "H", "C", "N", "C", "C", "C", "C", "C", "C", "C", "C", "N", "C", "C", "C", "H", "H", "H", "H", "H", "H", "H", "H", "H", "H", "H", "H", "H", "H", "C", "N", "C", "C", "C", "C", "C", "C", "C", "C", "N", "C", "C", "C", "H", "H", "H", "H", "H", "H", "H", "H", "H", "H", "H", "H", "H", "H", "C", "N", "C", "C", "C", "C", "C", "C", "C", "C", "N", "C", "C", "C", "H", "H", "H", "H", "H", "H", "H", "H", "H", "H", "H", "H", "H", "H", "N", "S", "O", "O", "F", "S", "O", "O", "F", "N", "S", "O", "O", "F", "S", "O", "O", "F"], "xyz": [[0.3097, 2.6127, 0.3627], [0.9844, 1.8074, -0.7225], [1.0545, 2.6661, -1.9681], [1.9724, 3.8670, -1.9161], [3.3998, 3.4118, -1.5532], [3.5110, 2.4632, -0.3455], [2.4217, 1.4301, -0.4583], [2.6273, 0.3105, 0.4396], [3.3561, 3.3289, 0.9428], [4.8423, 1.7943, -0.3910], [0.0887, 0.6448, -1.2234], [0.4056, 2.0466, 1.2893], [-0.7460, 2.7265, 0.1164], [0.6162, 3.6514, 0.4869], [0.1288, 3.1899, -2.2066], [1.4179, 2.0670, -2.8030], [1.5876, 4.7144, -1.3487], [1.9407, 4.3207, -2.9067], [4.0502, 4.2865, -1.5553], [3.7123, 2.8027, -2.4013], [2.8392, 2.7491, 1.7074], [2.8622, 4.2625, 0.6733], [4.3340, 3.6305, 1.3180], [5.2899, 1.6001, 0.5836], [5.5407, 2.5400, -0.7709], [4.8501, 1.0333, -1.1713], [0.0106, -0.1290, -0.4597], [0.3726, 0.1009, -2.1243], [-0.9271, 1.0314, -1.3064], [-1.2753, -7.8791, 0.8873], [-0.8472, -6.5915, 1.4880], [-1.6513, -5.9594, 2.3519], [-1.2367, -4.7751, 2.9437], [-0.0098, -4.1622, 2.5323], [0.8180, -4.8410, 1.5738], [0.3763, -6.0956, 1.1523], [0.4236, -2.8696, 3.1430], [0.6977, -2.8096, 4.4523], [1.1475, -1.5871, 4.8971], [1.3853, -0.5540, 4.1493], [0.9778, -0.5538, 2.8270], [0.5212, -1.7507, 2.2859], [1.9366, 0.6686, 4.7581], [-2.2884, -7.8231, 0.4893], [-1.0693, -8.6800, 1.5974], [-0.7739, -8.0092, -0.0718], [-2.5881, -6.4833, 2.4710], [-1.9180, -4.2923, 3.6286], [1.6669, -4.2777, 1.2155], [0.8856, -6.6652, 0.3890], [0.7961, -3.7222, 5.0215], [1.4724, -1.6283, 5.9262], [1.0798, 0.3437, 2.2349], [0.3886, -1.8040, 1.2154], [1.1686, 1.0672, 5.4209], [2.2095, 1.4770, 4.0797], [2.7860, 0.4708, 5.4120], [4.7902, -6.2141, 4.4633], [4.7709, -5.5670, 3.1693], [4.9959, -6.3029, 2.0199], [4.6849, -5.7091, 0.7911], [4.2510, -4.3515, 0.7288], [4.0219, -3.6769, 1.8960], [4.3027, -4.3050, 3.1264], [3.8857, -3.7206, -0.5567], [3.3563, -4.4433, -1.6365], [2.8361, -3.9166, -2.8329], [2.9069, -2.5517, -2.9327], [3.4087, -1.7960, -1.9154], [3.9571, -2.3636, -0.7715], [2.2275, -1.8886, -4.0458], [5.3038, -5.6702, 5.2560], [5.0787, -7.2550, 4.3169], [3.7400, -6.4018, 4.6870], [5.4630, -7.2715, 2.1205], [4.8738, -6.2530, -0.1227], [3.5640, -2.6991, 1.8731], [4.0985, -3.8031, 4.0606], [3.2705, -5.5121, -1.5075], [2.4682, -4.4957, -3.6670], [3.2999, -0.7248, -1.9999], [4.2265, -1.7020, 0.0385], [1.1581, -1.9127, -3.8365], [2.4494, -2.4534, -4.9513], [2.5991, -0.8656, -3.9869], [-5.3907, -1.7569, -2.1118], [-5.1161, -0.3340, -2.4520], [-6.2076, 0.4591, -2.6904], [-5.9976, 1.8105, -3.0543], [-4.7042, 2.3296, -3.0749], [-3.6719, 1.4850, -2.7195], [-3.8635, 0.1038, -2.5298], [-4.4723, 3.8124, -3.3008], [-5.1224, 4.7991, -2.6976], [-4.9007, 6.1812, -2.9855], [-3.8584, 6.4967, -3.7615], [-3.0746, 5.5227, -4.3261], [-3.4055, 4.1688, -4.1075], [-3.5315, 7.9021, -3.9817], [-6.2141, -2.1783, -2.6885], [-5.7343, -1.8726, -1.0838], [-4.4488, -2.2892, -2.2444], [-7.1465, -0.0274, -2.4709], [-6.7815, 2.5484, -3.1403], [-2.7067, 1.9228, -2.5118], [-3.0323, -0.5614, -2.3480], [-5.8545, 4.6143, -1.9253], [-5.4991, 6.9150, -2.4661], [-2.2547, 5.7544, -4.9898], [-2.7633, 3.3779, -4.4659], [-3.7327, 8.0559, -5.0419], [-2.4563, 8.0421, -3.8702], [-4.1360, 8.5276, -3.3249], [-2.5787, 7.1369, -0.9256], [-1.4903, 6.1962, -1.0739], [-1.8589, 4.8741, -1.5898], [-0.3084, 6.4012, -0.2883], [-0.8825, 6.8553, -2.4566], [-2.9977, 6.5449, 0.5728], [-2.3986, 7.1816, 1.7363], [-3.1846, 5.1166, 0.7249], [-4.6163, 7.0172, 0.6952], [-4.2368, 0.2511, 3.2904], [-2.6616, 0.9205, 3.2124], [-2.0013, 1.0364, 1.9629], [-1.8485, 0.6559, 4.3786], [-3.1497, 2.4116, 3.4613], [-3.7718, -1.0027, 2.6490], [-2.7896, -1.8916, 3.2529], [-3.8815, -1.1126, 1.2191], [-5.1879, -1.7503, 3.0012]], "lumo_energy_ev": -8.69, "homo_ev": -11.57, "charge": 3}

***

No. 2
{"formula": "C45H61BBiN9OPS3", "method": "the ωB97M-V functional and the def2-TZVPD basis", "symbols": ["Bi", "C", "C", "C", "C", "N", "N", "B", "N", "N", "C", "C", "C", "C", "C", "S", "C", "C", "C", "C", "N", "N", "C", "C", "C", "C", "C", "S", "C", "C", "C", "C", "C", "S", "C", "C", "C", "C", "H", "H", "H", "H", "H", "H", "H", "H", "H", "H", "H", "H", "H", "H", "H", "H", "H", "H", "H", "H", "H", "H", "H", "H", "H", "H", "H", "H", "H", "H", "H", "H", "H", "H", "H", "H", "H", "H", "H", "N", "C", "C", "C", "C", "C", "N", "C", "C", "C", "C", "C", "N", "H", "H", "H", "H", "H", "H", "H", "H", "H", "O", "H", "H", "C", "P", "C", "C", "C", "C", "C", "C", "C", "H", "H", "H", "H", "H", "H", "H", "H", "H", "H", "H"], "xyz": [[0.2558, -0.5814, 0.2562], [5.2722, 1.3885, -2.0139], [3.9234, 2.0041, -2.1635], [3.7398, 3.1929, -2.8036], [2.4587, 3.7936, -2.9697], [1.4726, 3.1173, -2.4503], [1.6227, 1.9578, -1.7772], [0.1880, 2.4542, -1.9180], [-0.5422, 3.2099, -0.8228], [-1.4470, 3.9952, -1.4296], [-2.1835, 4.7917, -0.7004], [-1.9745, 4.8597, 0.6980], [-1.0516, 4.0636, 1.3124], [-0.8159, 4.1193, 2.7885], [-0.3270, 3.1477, 0.4967], [0.7718, 2.0198, 1.1999], [-3.2512, 5.5835, -1.4414], [-4.2329, 4.5731, -2.0564], [-4.0077, 6.5220, -0.5010], [-2.5888, 6.4012, -2.5575], [-0.7083, 1.7806, -2.9450], [-0.3259, 2.0300, -4.2092], [-1.0681, 1.5915, -5.1889], [-2.2729, 0.8938, -4.9156], [-2.6419, 0.6041, -3.6367], [-3.8808, -0.1701, -3.3163], [-1.7764, 1.0445, -2.5909], [-2.0876, 0.6205, -0.9555], [-0.5893, 1.9063, -6.6007], [0.9025, 1.5655, -6.7117], [-1.3650, 1.1032, -7.6469], [-0.8060, 3.4069, -6.8481], [2.7709, 1.3178, -1.6035], [2.8880, -0.1697, -0.8057], [2.2377, 5.1063, -3.6724], [3.0911, 6.1724, -2.9624], [2.6991, 4.9576, -5.1313], [0.7655, 5.5041, -3.6183], [6.0420, 2.0098, -2.4634], [5.2890, 0.4016, -2.4804], [5.5033, 1.2358, -0.9581], [4.5981, 3.7089, -3.2124], [-2.5611, 5.5473, 1.2909], [-1.4489, 4.8721, 3.2518], [0.2273, 4.3568, 3.0020], [-1.0153, 3.1488, 3.2449], [-4.7055, 3.9617, -1.2846], [-3.7198, 3.9153, -2.7604], [-5.0175, 5.1082, -2.5909], [-4.5358, 5.9791, 0.2853], [-4.7554, 7.0686, -1.0741], [-3.3464, 7.2598, -0.0424], [-2.0799, 5.7513, -3.2689], [-1.8688, 7.1147, -2.1515], [-3.3527, 6.9651, -3.0925], [-2.8995, 0.5711, -5.7351], [-4.4381, -0.3943, -4.2228], [-4.5207, 0.3938, -2.6360], [-3.6268, -1.1054, -2.8095], [1.0699, 0.4943, -6.5775], [1.4900, 2.1028, -5.9685], [1.2654, 1.8374, -7.7027], [-1.3079, 0.0281, -7.4623], [-0.9319, 1.2901, -8.6287], [-2.4137, 1.3995, -7.6983], [-0.2276, 4.0063, -6.1427], [-1.8593, 3.6763, -6.7475], [-0.4904, 3.6627, -7.8594], [4.1578, 5.9558, -3.0227], [2.8146, 6.2734, -1.9118], [2.9227, 7.1314, -3.4515], [3.7510, 4.6789, -5.2047], [2.5773, 5.9172, -5.6335], [2.1048, 4.2152, -5.6635], [0.4388, 5.6726, -2.5908], [0.1247, 4.7413, -4.0660], [0.6253, 6.4336, -4.1688], [2.1645, -1.9337, 3.1557], [1.0319, -1.2555, 3.5814], [0.8473, -1.1263, 4.9643], [-0.2460, -0.4500, 5.4424], [-1.1548, 0.1000, 4.5363], [-0.8954, -0.0472, 3.2026], [0.1770, -0.7111, 2.7122], [2.3687, -2.7390, 2.0423], [3.3426, -3.7396, 2.1397], [3.5823, -4.5525, 1.0606], [2.8519, -4.3604, -0.1132], [1.9296, -3.3499, -0.1326], [1.6768, -2.5420, 0.9218], [2.7828, -2.1668, 3.9167], [1.5603, -1.5758, 5.6426], [-0.4030, -0.3534, 6.5084], [-2.0303, 0.6370, 4.8715], [-1.5524, 0.3972, 2.4636], [3.8883, -3.8723, 3.0648], [4.3277, -5.3339, 1.1239], [3.0109, -4.9768, -0.9855], [1.3687, -3.1316, -1.0322], [0.2491, -1.3220, -2.4302], [0.9745, -1.4275, -3.0585], [-0.5379, -1.7200, -2.8287], [-3.5882, -1.5873, 1.4042], [-2.0966, -2.4102, 0.7514], [-1.8079, -3.7303, 1.9781], [-2.6635, -3.2455, -0.7598], [-1.6896, -3.7736, -1.6094], [-2.0434, -4.4422, -2.7717], [-3.3850, -4.5813, -3.1049], [-4.3597, -4.0600, -2.2679], [-4.0054, -3.3975, -1.0987], [-4.3638, -2.3224, 1.6242], [-3.9666, -0.8638, 0.6830], [-3.3488, -1.0808, 2.3381], [-2.6951, -4.3567, 2.0731], [-1.5732, -3.2837, 2.9461], [-0.9679, -4.3491, 1.6617], [-0.6452, -3.6965, -1.3401], [-1.2787, -4.8720, -3.4065], [-3.6689, -5.1085, -4.0057], [-5.4057, -4.1766, -2.5182], [-4.7910, -3.0025, -0.4691]], "lumo_energy_ev": -7.71, "relative_energy_kcal_mol": 0.0, "homo_ev": -15.04, "charge": 3}

***

No. 3
{"formula": "C45H62BF9O36P", "method": "the ωB97M-V functional and the def2-TZVPD basis", "symbols": ["C", "C", "C", "C", "C", "C", "C", "C", "O", "B", "C", "C", "O", "C", "O", "C", "C", "O", "C", "O", "C", "C", "O", "C", "C", "P", "O", "O", "O", "H", "H", "H", "H", "H", "H", "H", "H", "H", "H", "H", "H", "H", "H", "H", "H", "H", "H", "H", "H", "H", "H", "H", "H", "H", "H", "H", "H", "H", "H", "H", "H", "H", "H", "H", "C", "C", "O", "C", "O", "O", "F", "H", "H", "H", "C", "C", "O", "C", "O", "O", "F", "H", "H", "H", "C", "C", "O", "C", "O", "O", "F", "H", "H", "H", "C", "C", "O", "C", "O", "O", "F", "H", "H", "H", "C", "C", "O", "C", "O", "O", "F", "H", "H", "H", "C", "C", "O", "C", "O", "O", "F", "H", "H", "H", "C", "C", "O", "C", "O", "O", "F", "H", "H", "H", "C", "C", "O", "C", "O", "O", "F", "H", "H", "H", "C", "C", "O", "C", "O", "O", "F", "H", "H", "H"], "xyz": [[-4.2777, 2.1050, 2.9349], [-3.9458, 1.2412, 1.9994], [-3.8291, 1.4664, 0.5469], [-4.1979, 2.8237, 0.0407], [-5.6017, 3.3138, 0.3682], [-5.6096, 4.5672, 1.1625], [-5.1689, 5.7468, 0.3541], [-7.0209, 4.8238, 1.5885], [-2.4572, 1.5178, 0.4969], [-1.9696, 1.0087, -0.7848], [-0.4989, 0.2797, -0.6175], [-0.4534, -1.0883, -0.0719], [0.8288, -1.1602, 0.7128], [0.5251, -1.3389, 1.9956], [0.5175, -2.3808, 2.4993], [0.2238, -0.0920, 2.7203], [-0.9995, -0.2710, 3.5958], [-3.1297, 0.1535, -1.2291], [-4.2707, 0.3154, -0.4230], [-4.3984, -1.0043, 0.0595], [-5.4183, -1.2979, 1.0020], [-6.8032, -0.8474, 0.7225], [-7.0217, 0.3336, 1.4434], [-8.2678, 0.9054, 1.2441], [-9.4054, 0.1085, 1.7702], [-5.3993, 0.8858, -1.7682], [-6.5940, 1.5241, -1.3344], [-4.6210, 1.6847, -2.8157], [-5.8322, -0.4128, -2.5644], [-5.2482, 2.5010, 2.9558], [-3.6245, 2.4147, 3.7030], [-3.6465, 0.2741, 2.2889], [-4.0089, 2.9036, -1.0019], [-3.5168, 3.4625, 0.5148], [-6.1736, 3.4972, -0.5031], [-6.1179, 2.5496, 0.8878], [-4.9834, 4.5209, 2.0104], [-5.4589, 6.6207, 0.8783], [-5.6585, 5.7816, -0.5826], [-4.1186, 5.8022, 0.2265], [-7.0887, 5.7081, 2.1610], [-7.6034, 4.9728, 0.7129], [-7.3764, 4.0013, 2.1471], [-1.7930, 1.8651, -1.6796], [-0.0442, 0.2723, -1.5737], [0.0587, 0.8726, 0.0584], [-1.2669, -1.3099, 0.5795], [-0.4471, -1.8229, -0.8379], [0.0056, 0.6325, 1.9879], [1.0823, 0.1873, 3.2776], [-1.5199, 0.6450, 3.6178], [-0.6894, -0.5253, 4.5735], [-1.6099, -1.0181, 3.1791], [-5.2060, -0.9814, 1.9883], [-5.4444, -2.3499, 1.0723], [-7.0465, -0.7705, -0.3114], [-7.4429, -1.5983, 1.1231], [-8.4311, 1.1812, 0.2349], [-8.2489, 1.8188, 1.7776], [-9.2822, -0.1407, 2.7856], [-10.3344, 0.5670, 1.5790], [-9.4416, -0.8202, 1.2615], [-4.5629, 1.1717, -3.6139], [-5.2810, -1.1498, -2.2703], [3.4688, 1.2574, 0.9308], [3.2682, 2.6221, 0.3012], [2.9576, 3.4317, 1.4172], [3.5727, 2.8856, 2.5026], [3.7381, 3.4431, 3.5280], [3.9812, 1.6217, 2.2443], [2.2253, 2.6390, -0.5635], [2.5311, 0.7091, 1.0328], [4.1789, 0.6403, 0.3893], [4.1483, 3.0282, -0.1996], [1.4015, 4.4841, -1.4804], [1.0001, 4.2785, -0.0331], [-0.3231, 4.7661, -0.0170], [-0.8468, 4.5809, -1.2739], [-1.9854, 4.6158, -1.5354], [0.1549, 4.3253, -2.1611], [1.7661, 5.0238, 0.8140], [1.7869, 5.4908, -1.6495], [2.1295, 3.7575, -1.8280], [1.0079, 3.2405, 0.2978], [7.8758, 2.3165, 3.7581], [8.6854, 1.1349, 4.2258], [8.0949, 0.0606, 3.5104], [7.5913, 0.5851, 2.3488], [7.2679, -0.0529, 1.4100], [7.5269, 1.9276, 2.4153], [8.5455, 0.9120, 5.5548], [6.9662, 2.4524, 4.3428], [8.4408, 3.2434, 3.7561], [9.7466, 1.1884, 3.9830], [9.0040, 2.7707, -0.7733], [8.7665, 4.1221, -1.4162], [8.4405, 4.9295, -0.2965], [9.0721, 4.3968, 0.7897], [9.2235, 4.9484, 1.8203], [9.5067, 3.1463, 0.5196], [7.7179, 4.1013, -2.2738], [8.0788, 2.2066, -0.6541], [9.7247, 2.1616, -1.3086], [9.6332, 4.5431, -1.9262], [-5.6371, -2.3767, -4.7969], [-5.3574, -2.9525, -6.1665], [-4.4803, -4.0255, -5.8707], [-4.7863, -4.4497, -4.6131], [-4.4508, -5.4811, -4.1578], [-5.5397, -3.5460, -3.9685], [-4.7277, -2.0588, -6.9630], [-4.8870, -1.6485, -4.5033], [-6.6176, -1.9240, -4.7123], [-6.2342, -3.3407, -6.6856], [-3.8762, 0.7823, -10.1487], [-5.1929, 1.4183, -10.5516], [-6.0256, 1.1055, -9.4520], [-5.2191, 0.9967, -8.3467], [-5.6014, 1.0007, -7.2364], [-3.9211, 0.8899, -8.7209], [-5.7056, 0.8578, -11.6778], [-3.8332, -0.2682, -10.4354], [-3.0104, 1.2986, -10.5506], [-5.1548, 2.5002, -10.6801], [7.1795, -3.6748, 4.2853], [7.9791, -3.0366, 5.3953], [8.9206, -4.0431, 5.7208], [9.1355, -4.7770, 4.5884], [10.0356, -5.5127, 4.4261], [8.1693, -4.5165, 3.6733], [7.2134, -2.7721, 6.4835], [6.3628, -4.2838, 4.6718], [6.7834, -2.9553, 3.5753], [8.5106, -2.1331, 5.0986], [0.6794, -4.9485, 0.3901], [1.5072, -5.6153, -0.6891], [2.6217, -6.1146, 0.0441], [2.1834, -6.3632, 1.3104], [2.7594, -7.0394, 2.0914], [1.0036, -5.7650, 1.5349], [1.9421, -4.7237, -1.6201], [0.9849, -3.9179, 0.5705], [-0.3872, -4.9669, 0.1897], [1.0248, -6.4381, -1.1893], [6.5080, -7.3009, 1.7544], [7.3061, -8.0071, 0.6806], [8.3808, -8.5625, 1.4173], [7.9273, -8.7902, 2.6940], [8.4665, -9.4767, 3.4818], [6.7665, -8.1266, 2.9027], [7.7985, -7.1420, -0.2456], [6.8775, -6.2968, 1.9375], [5.4439, -7.2560, 1.5364], [6.7698, -8.8058, 0.1680]], "lumo_energy_ev": 1.39, "homo_ev": -5.02, "charge": -1}

***

Among the records above, which one has the lowest charge?
C45H62BF9O36P